(1)
This record from OMol25 describes a structure of composition Ca2Cl15Cu2O64PSr in a non-equilibrium geometry. The level of theory is ωB97M-V/def2-TZVPD.

As for the total charge: -8. As for the spin multiplicity: 3. The frontier orbital gap comes out at 2.0892 eV. Its lowest unoccupied orbital energy is 10.1 eV.

Last column: Löwdin charge in e.
Cartesian coordinates (Å):
Sr1 -11.9869 -11.0994 14.0743  1.638
Cu1 -17.0091 -3.1256 17.3586  0.540
Cu2 -14.6337 -8.8549 19.8908  0.426
Ca1 -9.1776 -4.8225 19.8971  1.640
Ca2 -12.2013 -5.3062 14.1262  1.548
P1 -9.5387 -12.9087 14.8639  -0.103
O1 -10.7582 -13.8145 14.6602  -0.249
O2 -9.1505 -13.2261 16.2544  -0.025
O3 -9.8146 -11.4492 14.5383  -0.446
O4 -8.3124 -13.3192 14.0112  -0.116
Cl1 -11.8704 -8.0225 11.6602  0.600
O5 -10.9232 -7.6060 10.7010  -0.309
O6 -12.7437 -8.8430 10.9974  -0.310
O7 -11.1918 -8.7959 12.6716  -0.416
O8 -12.6028 -7.0326 12.4082  -0.437
Cl2 -12.7545 -7.0537 17.2462  0.651
O9 -11.5405 -7.2080 18.0040  -0.364
O10 -13.7638 -7.3077 18.2572  -0.310
O11 -12.7470 -5.6244 16.9061  -0.404
O12 -12.7002 -7.9380 16.1730  -0.304
Cl3 -17.8771 -9.8062 17.6269  0.614
O13 -17.4918 -9.3420 16.3211  -0.384
O14 -18.9229 -10.7716 17.4669  -0.420
O15 -16.7130 -9.8291 18.4081  -0.296
O16 -18.8201 -8.7575 17.9085  -0.436
Cl4 -8.7598 -5.3009 12.4262  0.571
O17 -7.9699 -4.4232 13.1618  -0.337
O18 -8.1717 -6.4674 12.0226  -0.290
O19 -9.8538 -5.7835 13.1731  -0.442
O20 -9.2260 -4.4091 11.3321  -0.425
Cl5 -12.0990 -11.1811 18.0635  0.615
O21 -12.9141 -12.0277 17.1819  -0.401
O22 -11.6141 -12.1786 18.9457  -0.366
O23 -10.9880 -10.5530 17.5390  -0.317
O24 -12.8980 -10.1800 18.7606  -0.331
Cl6 -9.4286 -2.9528 16.2906  0.702
O25 -10.3004 -3.6392 15.4291  -0.329
O26 -9.2361 -3.7131 17.5710  -0.529
O27 -8.0553 -2.7804 15.7562  -0.351
O28 -10.0740 -1.7860 16.8339  -0.354
Cl7 -14.1447 -1.9711 15.2124  0.542
O29 -13.5904 -0.9604 16.0153  -0.327
O30 -13.3515 -2.8601 14.6065  -0.361
O31 -15.0014 -2.6452 16.0813  -0.328
O32 -14.8206 -1.4083 14.0709  -0.381
Cl8 -15.2077 -11.8743 22.1817  0.682
O33 -14.0255 -12.3974 22.8907  -0.415
O34 -16.2120 -11.5140 23.1323  -0.400
O35 -15.0450 -10.8208 21.1831  -0.324
O36 -15.8406 -13.0804 21.5946  -0.445
Cl9 -8.1864 -8.5955 20.1459  0.729
O37 -8.4742 -8.1800 21.5188  -0.436
O38 -6.7469 -9.0679 20.2332  -0.434
O39 -9.0529 -9.6924 19.7287  -0.270
O40 -8.3180 -7.3094 19.3959  -0.484
Cl10 -8.0597 -8.3826 15.5195  0.630
O41 -8.5488 -8.8039 14.2768  -0.365
O42 -8.6248 -7.2538 16.2273  -0.355
O43 -8.0937 -9.5766 16.3857  -0.387
O44 -6.6599 -8.0939 15.2001  -0.447
Cl11 -12.4444 -6.1791 21.8087  0.656
O45 -11.8612 -6.5503 23.0672  -0.371
O46 -13.4141 -5.2324 22.1691  -0.342
O47 -11.4238 -5.6625 20.8392  -0.492
O48 -13.3522 -7.1830 21.3980  -0.282
Cl12 -17.2464 -7.0874 22.1906  0.675
O49 -16.5605 -5.9999 22.8779  -0.388
O50 -18.3175 -6.6872 21.4040  -0.339
O51 -16.3117 -7.9614 21.2991  -0.375
O52 -17.7455 -7.9030 23.2693  -0.419
Cl13 -16.5406 -3.2875 20.1412  0.687
O53 -15.5683 -2.6518 19.2294  -0.390
O54 -17.8399 -2.8977 19.7638  -0.386
O55 -16.4993 -4.4999 19.4010  -0.342
O56 -16.2385 -3.3416 21.6100  -0.330
Cl14 -15.5019 -10.6949 12.8133  0.622
O57 -14.5771 -9.8975 13.5822  -0.401
O58 -16.3945 -11.5263 13.5478  -0.333
O59 -16.2372 -9.8760 11.7815  -0.380
O60 -14.6768 -11.6295 12.2212  -0.429
Cl15 -16.6420 -5.1297 14.1204  0.685
O61 -17.5827 -6.0870 13.5574  -0.363
O62 -15.2711 -5.7672 14.3756  -0.377
O63 -16.6990 -4.0548 13.1970  -0.384
O64 -17.2342 -4.6276 15.3306  -0.371

Forces on atoms 1 to 2 (eV/Å):
-2.1 1.6 0.7
1.2 -0.9 0.0

(2)
This record from OMol25 describes a structure of composition C9H11ClO3Zr in a non-equilibrium geometry. The level of theory is ωB97M-V/def2-TZVPD.

As for the total charge: +2. The relative energy (zero: lowest compared OMol25 entry of this formula, charge and spin) is 5.68 kcal per mole. As for the spin multiplicity: 1. The frontier orbital gap comes out at 6.9009 eV. Its lowest unoccupied orbital energy is -10.7 eV.

Last column: Löwdin charge in e.
Cartesian coordinates (Å):
Cl1 0.0016 2.8990 -0.3250  0.281
C1 -2.0336 -0.3662 -1.0104  -0.121
C2 -1.1754 -1.4869 -0.7382  -0.115
C3 0.0990 -1.2590 -1.3912  -0.098
H1 -1.4600 -2.3876 -0.1920  0.142
C4 0.0291 0.0096 -2.0725  -0.397
C5 -1.2941 0.5819 -1.8226  -0.170
H2 -1.6088 1.5845 -2.1451  0.130
H3 -3.0571 -0.2241 -0.6577  0.143
H4 0.9666 -1.9333 -1.4179  0.152
C6 1.1320 0.6903 -2.8142  -0.026
Zr1 -0.1768 0.5666 0.2058  1.268
C7 1.9345 1.0072 0.8437  -0.045
O1 2.9996 1.3085 1.2142  0.223
C8 -1.1955 1.4912 1.9774  -0.049
O2 -1.6131 2.0919 2.8864  0.225
H5 2.1240 0.4395 -2.4061  0.100
H6 1.0242 1.7867 -2.7846  0.081
H7 1.1081 0.3698 -3.8652  0.122
C9 0.3144 -1.0285 3.1017  -0.063
O3 0.0216 -1.3756 1.7168  -0.234
H8 -0.6364 -0.7021 3.5694  0.104
H9 1.0414 -0.1762 3.1256  0.088
H10 0.7310 -1.9192 3.6231  0.129
H11 0.7238 -1.9680 1.3783  0.129

Forces on atoms 1 to 2 (eV/Å):
0.1 -0.7 0.7
0.8 -0.1 -0.4

(3)
This record from OMol25 describes the molecule CH8P2Si2 in a non-equilibrium geometry. The level of theory is ωB97M-V/def2-TZVPD.

The relative energy (zero: lowest compared OMol25 entry of this formula, charge and spin) is 6.86 kcal per mole. As for the spin multiplicity: 1. The frontier orbital gap comes out at 8.4235 eV. Its lowest unoccupied orbital energy is 0.1 eV.

Last column: Löwdin charge in e.
Cartesian coordinates (Å):
C1 -0.2639 -0.4052 -0.1611  -1.054
Si1 0.1764 -2.0256 -1.1323  0.515
Si2 0.4403 1.3619 -0.7713  0.519
P1 -0.9658 -0.6273 1.3149  0.480
P2 -0.6424 1.1472 2.6056  0.398
H1 -0.5553 -1.8289 -2.3815  -0.083
H2 -0.1985 -3.1766 -0.2756  -0.079
H3 1.5791 -1.6744 -1.1650  -0.082
H4 0.1921 1.4929 -2.2979  -0.066
H5 1.7964 1.3619 -0.4401  -0.122
H6 -0.2855 2.3796 0.1977  -0.102
H7 0.2803 0.2534 3.2023  -0.176
H8 -1.3606 0.7302 3.8144  -0.148

Forces on atoms 1 to 2 (eV/Å):
0.6 1.2 -0.6
-1.0 2.1 1.4

(4)
This record from OMol25 describes a cluster of 3 separate species, C4H12NOS in total in a non-equilibrium geometry. The level of theory is ωB97M-V/def2-TZVPD.

As for the total charge: -1. The relative energy (zero: lowest compared OMol25 entry of this formula, charge and spin) is 129.89 kcal per mole. As for the spin multiplicity: 1. The frontier orbital gap comes out at 4.5294 eV. Its lowest unoccupied orbital energy is 1.7 eV.

Last column: Löwdin charge in e.
Cartesian coordinates (Å):
C1 0.2918 0.0273 0.4240  -0.310
C2 1.5143 0.9090 0.6702  -0.750
S1 3.0702 0.5084 -0.0130  0.519
C3 -1.0797 0.7067 0.5428  -0.273
N1 -2.2987 0.0086 0.1679  -0.141
C4 -2.5570 0.2226 -1.2147  -0.203
H1 0.3256 -0.4329 -0.5540  0.056
H2 0.2247 -0.9074 1.1413  0.142
H3 1.7844 0.9176 1.7392  0.044
H4 1.1417 1.9224 0.4744  0.063
H5 -1.1297 0.8715 1.5935  0.091
H6 -0.9861 1.5251 -0.1613  0.096
H7 2.4668 -1.3306 -0.9764  0.150
H8 -3.2119 -0.5798 -1.5026  0.060
H9 -1.6569 0.2644 -1.8847  0.084
H10 -3.1236 1.1589 -1.3436  0.059
H11 -2.1083 -2.9649 0.3667  -0.104
H12 -2.2303 -0.9481 0.2916  -0.039
O1 -1.6931 -2.3605 -0.3357  -0.545

Forces on atoms 1 to 2 (eV/Å):
-0.6 -3.6 0.9
-1.5 0.6 1.9

(5)
This record from OMol25 describes a cluster of 6 separate species, C36H90N6 in total in a non-equilibrium geometry. The level of theory is ωB97M-V/def2-TZVPD.

As for the total charge: +1. The relative energy (zero: lowest compared OMol25 entry of this formula, charge and spin) is 2.54 kcal per mole. As for the spin multiplicity: 2. The frontier orbital gap (alpha / beta) comes out at 7.9030 / 3.5861 eV. Its lowest unoccupied orbital energy (alpha / beta) is -2.2 / -6.5 eV.

Last column: Löwdin charge in e.
Cartesian coordinates (Å):
C1 3.6361 2.3485 -0.4130  -0.064
C2 4.4421 2.3110 0.9318  -0.216
N1 4.6545 3.6963 1.4473  -0.174
C3 3.4297 4.2631 1.9459  -0.233
C4 2.8472 3.5150 3.2183  -0.071
C5 5.6966 3.7607 2.4448  -0.281
C6 7.0615 3.6286 1.8462  -0.115
H1 2.6705 2.8347 -0.2750  0.046
H2 3.4588 1.3635 -0.8447  0.050
H3 4.2869 2.9119 -1.0816  0.082
H4 3.8947 1.6436 1.5974  0.066
H5 5.4350 1.9643 0.6456  0.105
H6 3.5575 5.3291 2.1341  0.116
H7 2.6146 4.2935 1.2229  0.092
H8 3.4083 3.4190 4.1478  0.072
H9 1.8879 4.0002 3.3984  0.060
H10 2.5061 2.5116 2.9633  0.025
H11 5.7921 2.8787 3.0780  0.113
H12 5.7184 4.6764 3.0356  0.130
H13 7.8402 3.8057 2.5881  0.080
H14 7.3205 4.3797 1.1000  0.077
H15 7.2717 2.7108 1.2970  0.065
C7 -2.6743 -3.7938 -3.3707  -0.082
C8 -1.9309 -2.9982 -4.4788  -0.224
N2 -2.2923 -1.5457 -4.7363  -0.151
C9 -3.7070 -1.4783 -5.1546  -0.224
C10 -3.9435 -2.1654 -6.6112  -0.065
C11 -1.9371 -0.8201 -3.5095  -0.302
C12 -0.5559 -0.3016 -3.4964  -0.100
H16 -2.8676 -3.3433 -2.3971  0.053
H17 -2.1758 -4.7628 -3.3453  0.074
H18 -3.7164 -3.9789 -3.6311  0.062
H19 -0.8694 -3.1048 -4.2555  0.098
H20 -1.9244 -3.4953 -5.4488  0.099
H21 -4.4663 -1.7851 -4.4351  0.099
H22 -3.8524 -0.4386 -5.4476  0.101
H23 -3.3676 -1.5566 -7.3082  0.064
H24 -3.6160 -3.2002 -6.7107  0.051
H25 -4.9644 -2.0430 -6.9730  0.062
H26 -1.9173 -1.4927 -2.6521  0.079
H27 -2.6147 -0.0292 -3.1879  0.117
H28 -0.2734 0.4788 -4.2031  0.084
H29 0.2009 -1.0841 -3.4415  0.071
H30 -0.5167 0.2033 -2.5312  0.047
C13 -0.0281 -0.4472 4.2320  -0.057
C14 0.1555 -0.4169 2.7620  -0.195
N3 -0.8917 0.3726 2.0520  0.049
C15 -2.2496 -0.0953 1.9304  -0.170
C16 -2.4390 -1.0432 0.7643  -0.025
C17 -0.2922 1.1541 0.9431  -0.198
C18 -1.0130 2.4590 0.7414  -0.039
H31 0.1067 0.5291 4.6975  0.099
H32 0.6835 -1.1767 4.6185  0.087
H33 -1.0407 -0.7942 4.4377  0.078
H34 1.0917 0.1377 2.6976  0.099
H35 0.3066 -1.4204 2.3645  0.136
H36 -2.5025 -0.5230 2.9006  0.127
H37 -2.8739 0.7911 1.8176  0.135
H38 -3.1668 -1.7937 1.0728  0.095
H39 -2.7291 -0.4055 -0.0708  0.086
H40 -1.5882 -1.6602 0.4753  0.074
H41 -0.2154 0.6137 -0.0004  0.124
H42 0.7617 1.3745 1.1132  0.114
H43 -2.0439 2.4836 0.3883  0.081
H44 -0.4030 2.8376 -0.0787  0.092
H45 -0.6750 2.9735 1.6409  0.095
C19 1.5677 -6.0604 -0.4698  -0.067
C20 1.3040 -6.0917 1.0415  -0.238
N4 0.1189 -6.8975 1.4491  -0.190
C21 0.1871 -8.2864 1.0442  -0.301
C22 1.2983 -9.0239 1.6646  -0.097
C23 -1.0823 -6.2488 0.9978  -0.248
C24 -1.3411 -4.8746 1.7491  -0.081
H46 1.5150 -6.9752 -1.0601  0.077
H47 2.6326 -5.8291 -0.4956  0.051
H48 0.9881 -5.2282 -0.8692  0.063
H49 2.1732 -6.4584 1.5875  0.085
H50 1.2758 -5.0515 1.3660  0.092
H51 0.0015 -8.4418 -0.0186  0.117
H52 -0.6552 -8.6861 1.6089  0.119
H53 1.2956 -8.7514 2.7200  0.090
H54 2.2626 -8.7886 1.2141  0.071
H55 1.1288 -10.0941 1.5467  0.083
H56 -1.1089 -6.1640 -0.0886  0.105
H57 -2.0245 -6.7052 1.3010  0.113
H58 -1.4769 -5.1386 2.7979  0.075
H59 -0.6912 -4.0117 1.6039  0.034
H60 -2.3218 -4.5053 1.4494  0.052
C25 4.3681 -4.7659 1.4870  -0.075
C26 4.1958 -3.4898 0.6126  -0.258
N5 3.4661 -2.4933 1.3492  -0.161
C27 4.3012 -1.8463 2.4190  -0.225
C28 3.6606 -0.9605 3.5115  -0.060
C29 3.1643 -1.3317 0.3789  -0.233
C30 1.8702 -1.5980 -0.3554  -0.090
H61 4.5777 -5.6694 0.9145  0.070
H62 3.5232 -4.9651 2.1462  0.064
H63 5.3232 -4.7079 2.0092  0.068
H64 5.1550 -3.0222 0.3901  0.113
H65 3.6856 -3.6416 -0.3386  0.103
H66 4.8240 -2.6826 2.8833  0.103
H67 5.0592 -1.2280 1.9380  0.110
H68 4.2682 -0.9853 4.4161  0.081
H69 3.7234 0.0858 3.2124  0.042
H70 2.6462 -1.2467 3.7892  0.045
H71 3.9751 -1.0945 -0.3099  0.118
H72 3.0279 -0.3966 0.9221  0.074
H73 1.7878 -0.8893 -1.1795  0.068
H74 0.9872 -1.6585 0.2808  0.039
H75 1.7620 -2.5864 -0.8020  0.065
C31 -6.7005 7.3097 -2.8156  -0.072
C32 -5.1270 7.4279 -2.6968  -0.216
N6 -4.5213 7.5156 -1.3096  -0.168
C33 -5.1074 8.6638 -0.5669  -0.269
C34 -4.8194 10.0053 -1.2480  -0.093
C35 -4.6286 6.3106 -0.4483  -0.240
C36 -3.7808 5.0882 -0.9790  -0.088
H76 -7.0472 6.5561 -2.1085  0.057
H77 -7.0321 6.9798 -3.8001  0.071
H78 -7.1324 8.2371 -2.4392  0.058
H79 -4.8285 6.4813 -3.1473  0.085
H80 -4.6886 8.1776 -3.3554  0.097
H81 -6.1773 8.5765 -0.3780  0.104
H82 -4.5550 8.7582 0.3681  0.106
H83 -5.2629 10.9246 -0.8655  0.075
H84 -3.7478 10.1725 -1.1391  0.071
H85 -4.9390 9.9841 -2.3312  0.056
H86 -5.6645 6.0172 -0.2785  0.103
H87 -4.1361 6.5683 0.4893  0.102
H88 -2.7308 5.2909 -1.1903  0.070
H89 -4.2747 4.7313 -1.8827  0.052
H90 -3.8989 4.2488 -0.2938  0.045

Forces on atoms 1 to 2 (eV/Å):
0.9 0.3 0.8
-0.3 1.1 -1.6

| no. | electronic energy (Eh) |
| --- | --- |
| 1 | -16721.48531 |
| 2 | -1081.89972 |
| 3 | -1304.46475 |
| 4 | -687.62105 |
| 5 | -1753.65293 |